Record 1
The following is a quantum chemistry calculation of 11 unconnected molecules or ions with the total composition C30H90ClO44P10 in a non-equilibrium geometry, from the Open Molecules 2025 dataset.

For the relative energy (zero: lowest compared OMol25 entry of this formula, charge and spin), the calculation gives 0.0 kJ/mol. Its frontier orbital gap is 0.278 hartree.

Geometry as ORCA input:
```
! RIJCOSX wB97M-V def2-TZVPD def2/J DEFGRID3
* xyz -1 1
Cl -0.60365 0.42051 -0.99423
O -1.05519 1.28054 0.02183
O 0.01611 1.18762 -2.02553
O 0.26024 -0.55190 -0.42883
O -1.66044 -0.28579 -1.68054
C -5.43579 2.61961 5.57233
O -5.72874 1.82555 6.74391
P -7.03165 2.26436 7.64638
O -8.11770 1.25793 7.60671
O -6.37143 2.51188 9.12295
C -5.47141 3.52996 9.24898
O -7.49266 3.73471 7.04271
C -8.50582 3.80522 6.03264
H -5.18177 3.63107 5.88936
H -6.28836 2.72227 4.90100
H -4.57632 2.24613 5.01562
H -5.92874 4.40388 9.71289
H -5.04019 3.84297 8.29809
H -4.61123 3.18645 9.82359
H -9.12450 4.63394 6.37696
H -9.12214 2.92085 5.87095
H -8.02483 4.14865 5.11678
C 4.53464 -4.42634 2.79825
O 5.24428 -5.11067 3.81664
P 4.61196 -5.56766 5.20178
O 5.49880 -6.38226 6.08740
O 4.03130 -4.15990 5.87433
C 3.11850 -4.25391 6.98443
O 3.20436 -6.26386 4.72682
C 2.84314 -7.54714 5.17767
H 4.54611 -4.95680 1.84610
H 4.97524 -3.44647 2.61441
H 3.46949 -4.26684 2.96593
H 3.32024 -3.44540 7.68708
H 3.35910 -5.15596 7.54701
H 2.05821 -4.23275 6.73256
H 3.72261 -8.19026 5.14540
H 2.02596 -7.91466 4.55699
H 2.52158 -7.69744 6.20825
C -7.79655 -1.23197 1.59720
O -8.68634 -0.08030 1.59228
P -10.22261 -0.16177 1.10698
O -11.07550 1.01430 1.45209
O -10.01750 -0.32335 -0.50170
C -11.17880 -0.58735 -1.31611
O -10.72077 -1.62684 1.56197
C -10.80504 -2.07960 2.92264
H -6.88660 -0.98315 1.05114
H -8.20310 -2.15334 1.18021
H -7.41096 -1.48468 2.58491
H -11.05879 0.14626 -2.11330
H -12.18788 -0.66361 -0.91109
H -11.00667 -1.59555 -1.69293
H -10.38115 -3.07630 3.04506
H -11.82118 -2.13135 3.31368
H -10.28761 -1.41620 3.61565
C -2.69263 -3.94183 -10.45698
O -1.47787 -4.70339 -10.59431
P -0.16541 -4.31383 -9.67537
O 0.95196 -5.30158 -9.70125
O 0.22166 -2.78115 -10.11024
C 1.37031 -2.50839 -10.94054
O -0.90688 -4.15396 -8.20686
C -0.18076 -3.67836 -7.06522
H -2.73793 -3.30734 -9.57185
H -3.62251 -4.50904 -10.41573
H -2.74668 -3.25642 -11.30279
H 2.17675 -2.07428 -10.34953
H 1.21381 -1.86273 -11.80467
H 1.68781 -3.49415 -11.28049
H 0.90479 -3.77024 -7.10055
H -0.53797 -4.13758 -6.14347
H -0.37722 -2.60696 -7.02511
C -2.72672 -6.71036 0.42158
O -3.92037 -6.52439 1.15362
P -3.92701 -6.68044 2.73651
O -3.15671 -7.86365 3.19551
O -3.45090 -5.25994 3.29206
C -2.08471 -5.02616 3.32633
O -5.52249 -6.83858 3.01134
C -6.11673 -8.09245 3.03090
H -2.95414 -7.50602 -0.28786
H -1.86182 -7.02722 1.00438
H -2.44355 -5.83640 -0.16503
H -1.86516 -4.06146 2.86888
H -1.48154 -5.74276 2.76887
H -1.75903 -5.03725 4.36647
H -5.50245 -8.99070 2.96842
H -6.76957 -8.31932 2.18803
H -6.66186 -8.32590 3.94547
C 7.38560 5.36369 3.93719
O 8.27044 4.45961 3.25664
P 7.65853 3.03735 2.77376
O 8.64269 2.12924 2.08470
O 6.93782 2.55213 4.12818
C 6.67247 1.25110 4.40967
O 6.39141 3.50027 1.83534
C 5.42106 2.57399 1.35285
H 7.35308 6.33563 3.44488
H 7.68486 5.46851 4.98005
H 6.33146 5.08685 3.92152
H 6.57307 1.26846 5.49499
H 7.52111 0.61741 4.15209
H 5.70100 0.90697 4.05482
H 4.48855 2.55951 1.91706
H 5.77529 1.54622 1.27352
H 5.10785 2.89979 0.36095
C -5.22054 1.46413 -6.54050
O -5.25071 2.81392 -6.36423
P -6.54604 3.63110 -5.93143
O -6.34128 5.10542 -5.84771
O -7.70752 3.20249 -6.96949
C -9.05358 3.44797 -6.74866
O -6.95288 2.86080 -4.56097
C -6.07154 2.94644 -3.49370
H -4.29552 1.10935 -6.08599
H -5.16308 1.28252 -7.61373
H -6.10568 0.91649 -6.21690
H -9.51247 3.91692 -7.61907
H -9.37946 4.02763 -5.88501
H -9.60568 2.52042 -6.59719
H -6.37377 3.63711 -2.70646
H -5.05568 3.18606 -3.80791
H -6.06401 1.94074 -3.07345
C 1.38950 1.68646 5.46708
O 2.17820 2.18962 6.56932
P 1.80878 3.60145 7.30666
O 0.36072 3.71967 7.69989
O 2.86898 3.81630 8.51118
C 2.95566 2.85759 9.53168
O 2.26231 4.66210 6.19044
C 1.32252 4.89407 5.17417
H 0.94544 0.74218 5.78210
H 2.00751 1.34448 4.63689
H 0.55251 2.29284 5.12090
H 2.55148 1.87370 9.29354
H 2.46426 3.18251 10.44878
H 4.02851 2.71199 9.65772
H 1.31106 5.96620 4.97800
H 0.32106 4.60116 5.48943
H 1.54460 4.36216 4.24903
C 8.87380 -2.70113 -6.35361
O 8.38257 -1.35711 -6.32146
P 7.07957 -0.98786 -7.17292
O 7.14687 -1.53359 -8.53796
O 5.88596 -1.51339 -6.19751
C 5.78494 -1.00715 -4.82693
O 6.94211 0.62721 -7.17879
C 7.70679 1.50855 -8.03931
H 8.35506 -3.35726 -7.05253
H 8.73216 -3.04208 -5.32805
H 9.95581 -2.78560 -6.45477
H 4.91722 -0.34834 -4.79344
H 6.66561 -0.41799 -4.57120
H 5.57307 -1.83707 -4.15282
H 7.00519 2.10005 -8.62750
H 8.30597 0.99671 -8.79236
H 8.37798 2.16356 -7.48383
C 8.88414 7.42991 -2.22781
O 8.66898 6.05629 -2.35557
P 7.96567 5.45697 -3.68314
O 8.44118 6.09228 -4.94807
O 8.10352 3.85895 -3.58962
C 9.33552 3.22955 -3.40091
O 6.37374 5.73688 -3.54599
C 5.50369 5.02963 -4.44328
H 9.90015 7.55228 -1.85251
H 8.25568 7.96250 -1.51403
H 8.74539 7.89627 -3.20319
H 10.25404 3.81639 -3.40842
H 9.48707 2.54104 -4.23223
H 9.23578 2.61751 -2.50450
H 4.63066 5.62007 -4.72133
H 5.29546 4.06454 -3.98139
H 6.01994 4.82166 -5.38048
*
```

Löwdin population analysis, charges in e, atoms 1 to 99: 0.557 -0.372 -0.390 -0.389 -0.406 -0.096 -0.223 0.509 -0.249 -0.198 -0.163 -0.260 -0.102 0.079 0.075 0.095 0.095 0.077 0.098 0.088 0.092 0.082 -0.105 -0.199 0.487 -0.246 -0.242 -0.107 -0.236 -0.129 0.090 0.091 0.088 0.084 0.079 0.087 0.082 0.090 0.084 -0.084 -0.218 0.434 -0.254 -0.230 -0.103 -0.240 -0.092 0.091 0.086 0.086 0.090 0.089 0.082 0.088 0.085 0.090 -0.115 -0.225 0.508 -0.251 -0.240 -0.088 -0.251 -0.096 0.078 0.086 0.083 0.089 0.084 0.073 0.087 0.090 0.088 -0.112 -0.204 0.440 -0.248 -0.191 -0.130 -0.189 -0.160 0.091 0.077 0.097 0.103 0.073 0.096 0.081 0.088 0.088 -0.111 -0.208 0.490 -0.256 -0.225 -0.147 -0.236 -0.105 0.088

=====

Record 2
The following is a quantum chemistry calculation of 2 unconnected molecules or ions with the total composition CHI2P in a non-equilibrium geometry, from the Open Molecules 2025 dataset.

For the relative energy (zero: lowest compared OMol25 entry of this formula, charge and spin), the calculation gives 397.9 kJ/mol. Its frontier orbital gap (spin up / spin down) is 0.236 / 0.259 hartree.

Geometry as ORCA input:
```
! RIJCOSX wB97M-V def2-TZVPD def2/J DEFGRID3
* xyz 0 1
C 1.55951 -2.02610 0.05322
P -0.38080 -0.62285 -0.84559
I 1.73108 -3.88864 -0.91167
I 1.46101 -2.25390 2.11093
H 0.35269 0.15737 -0.17738
*
```

How is the electron density shared among the atoms? According to natural (NBO), the charges in e are: -0.730 0.415 0.207 0.230 -0.123

=====

Record 3
The following is a quantum chemistry calculation of a molecular structure, C26H21BrClMgN2O4 in a non-equilibrium geometry, from the Open Molecules 2025 dataset.

Its frontier orbital gap is 0.244 hartree.

Geometry as ORCA input:
```
! RIJCOSX wB97M-V def2-TZVPD def2/J DEFGRID3
* xyz -1 1
Mg -13.35663 -10.49690 -5.82263
Br -10.16759 -15.14486 -0.69293
C -10.84386 -14.12371 -2.15146
C -10.18301 -14.31135 -3.36036
C -10.62003 -13.64866 -4.50017
C -11.65349 -12.64641 -4.43471
O -12.03182 -11.98291 -5.47176
C -12.22624 -12.38231 -3.09896
C -13.29531 -11.46350 -2.86895
N -13.99092 -10.71989 -3.63642
C -14.83023 -9.76152 -3.01280
C -14.25224 -8.57520 -2.63627
C -15.05146 -7.53791 -2.17940
C -16.41436 -7.73987 -2.04234
C -17.02382 -8.99831 -2.27822
C -18.40042 -9.34420 -2.00644
C -18.88866 -10.55063 -2.44371
C -18.06801 -11.47265 -3.08984
N -16.74250 -11.29213 -3.21950
C -16.21041 -10.09868 -2.75896
C -11.83778 -13.16592 -2.04612
H -9.31904 -14.88303 -3.56149
H -10.12167 -13.78380 -5.45401
H -13.54049 -11.41508 -1.77029
H -13.20898 -8.42061 -2.81418
H -14.62781 -6.55867 -1.83827
H -17.04674 -6.90612 -1.70680
H -19.04941 -8.56710 -1.46771
H -19.93935 -10.82633 -2.29828
H -18.52069 -12.38713 -3.50328
H -12.42612 -12.92146 -1.15139
C -8.69539 -8.82200 -1.36063
O -8.16248 -8.78152 -2.68814
C -8.91173 -8.79996 -3.79732
C -8.22784 -9.12347 -4.96590
C -8.96511 -9.15538 -6.11311
C -10.38229 -9.17716 -6.11712
C -10.99571 -9.59919 -7.34898
C -10.11100 -9.81623 -8.56266
O -12.18524 -9.95370 -7.45364
C -11.09353 -8.86141 -4.93307
O -12.32201 -8.80175 -4.91980
C -10.25069 -8.59748 -3.78316
H -7.99389 -8.46895 -0.71674
H -8.75480 -9.88326 -1.11259
H -9.61359 -8.24837 -1.14384
H -7.22356 -9.27387 -4.79456
H -8.51096 -9.23025 -7.08461
H -9.59642 -8.90403 -8.82214
H -10.79043 -9.95010 -9.38580
H -9.49943 -10.71134 -8.39880
H -10.82603 -8.28122 -2.89968
Cl -16.45300 -9.71781 -7.11631
C -15.36758 -11.03578 -6.56972
H -15.21783 -11.62069 -7.49855
H -15.97959 -11.54055 -5.81936
*
```

How is the electron density shared among the atoms? According to natural (NBO), the charges in e are: 1.731 -0.005 -0.201 -0.197 -0.309 0.461 -0.853 -0.274 0.191 -0.542 0.243 -0.257 -0.190 -0.214 -0.080 -0.144 -0.278 0.047 -0.384 0.094 -0.104 0.217 0.213 0.137 0.252 0.212 0.201 0.211 0.211 0.194 0.204 -0.243 -0.508 0.365 -0.369 -0.108 -0.302 0.595 -0.717 -0.717 0.474 -0.798 -0.438 0.179 0.187 0.181 0.213 0.199 0.216 0.231 0.235 0.202 -0.192 -1.043 0.179 0.191

=====

| no. | E_tot (Eh) |
| --- | --- |
| 1 | -8381.8975 |
| 2 | -975.2356 |
| 3 | -4648.2752 |